(1)
Entry from the OMol25 dataset: a molecular structure, C22H38O3P2RuS at a distorted geometry (wB97M-V/def2-TZVPD).

Computed properties:
spin multiplicity = 5
total charge = +2
largest force on an atom = 3.7 eV Å⁻¹
Kohn-Sham gap (spin up / spin down) = 5.36 / 4.71 eV
calculated total energy = -61546.1672 eV

Geometry as XYZ:
```
67
C22H38O3P2RuS | the OMol25 dataset | wB97M-V/def2-TZVPD
P 2.454 3.166 -1.785
P 1.520 -0.475 -3.197
C 3.200 1.966 -2.991
C 2.304 1.060 -3.877
H 3.968 1.370 -2.460
H 3.750 2.613 -3.696
H 1.519 1.624 -4.412
H 2.958 0.656 -4.671
C 2.923 -1.513 -2.782
H 2.584 -2.415 -2.260
H 3.674 -0.990 -2.174
H 3.402 -1.816 -3.725
C 0.829 -1.175 -4.730
H 1.642 -1.382 -5.443
H 0.127 -0.463 -5.188
H 0.301 -2.113 -4.505
C 3.848 3.906 -0.889
H 3.487 4.501 -0.039
H 4.378 4.572 -1.581
H 4.546 3.140 -0.521
C 1.972 4.534 -2.906
H 1.311 4.203 -3.721
H 2.894 4.956 -3.329
H 1.440 5.297 -2.316
Ru 0.507 -1.409 1.061
C 0.102 -0.253 -2.143
C 0.880 -0.347 -0.799
C 1.827 0.698 -0.329
C 1.311 1.997 0.362
C 1.058 3.297 -0.570
C -0.251 3.165 -1.231
C -0.419 2.260 -2.356
C -0.979 0.838 -2.072
C -1.032 -0.219 1.470
H -0.391 -1.242 -2.279
H 1.410 -1.346 -0.793
H 2.528 0.986 -1.147
H 2.514 0.169 0.370
H 0.416 1.777 0.959
H 2.062 2.212 1.132
H 1.170 4.237 0.027
H -1.080 3.758 -0.884
H 0.591 2.060 -2.774
H -1.054 2.712 -3.154
H -1.498 0.759 -1.106
H -1.751 0.608 -2.813
H -2.033 -0.689 1.353
H -1.006 0.731 0.908
H -0.909 0.003 2.559
C -5.895 -4.641 6.408
C -4.855 -3.837 5.679
C -4.028 -2.950 6.365
C -2.973 -2.302 5.755
C -2.682 -2.624 4.405
C -3.591 -3.380 3.644
C -4.648 -3.997 4.298
S -0.587 -3.368 2.796
O -1.481 -2.249 3.910
O 0.731 -2.589 2.922
O -1.166 -3.052 1.438
H -5.418 -5.369 7.076
H -6.528 -4.002 7.031
H -6.531 -5.188 5.711
H -4.231 -2.765 7.427
H -2.333 -1.593 6.280
H -3.458 -3.447 2.562
H -5.333 -4.629 3.737
```

Per-atom natural (NBO) charges, elementary charge units: 1.51 1.62 -0.72 -0.75 0.26 0.29 0.27 0.28 -0.98 0.28 0.27 0.29 -0.96 0.27 0.27 0.28 -0.97 0.28 0.28 0.27 -0.96 0.26 0.26 0.27 1.14 -0.60 -0.48 -0.47 -0.43 -0.55 -0.08 -0.48 -0.39 -0.77 0.28 0.17 0.17 0.25 0.25 0.24 0.30 0.23 0.17 0.26 0.26 0.24 0.26 0.18 0.26 -0.63 -0.03 -0.19 -0.27 0.35 -0.33 -0.18 1.76 -0.72 -0.97 -0.97 0.23 0.23 0.22 0.22 0.23 0.22 0.22

(2)
Entry from the OMol25 dataset: 5 unconnected molecules or ions with the total composition C9H20Cl8O4 at a distorted geometry (wB97M-V/def2-TZVPD).

Computed properties:
spin multiplicity = 1
largest force on an atom = 2.9 eV Å⁻¹
Kohn-Sham gap = 10.17 eV
calculated total energy = -118024.1876 eV

Geometry as XYZ:
```
41
C9H20Cl8O4 | the OMol25 dataset | wB97M-V/def2-TZVPD
C 6.016 3.299 -0.396
Cl 5.460 2.125 0.884
Cl 6.571 2.414 -1.911
Cl 4.679 4.338 -0.718
Cl 7.389 4.198 0.373
C 0.388 -0.618 -2.169
C 0.356 -0.834 -0.598
O 0.003 0.343 0.142
O -0.903 -0.310 -2.539
H 0.557 -1.606 -2.598
H 1.170 0.072 -2.486
H 1.315 -1.216 -0.246
H -0.316 -1.665 -0.383
H -0.223 0.085 1.039
H -1.128 0.366 -1.896
C -0.877 3.521 5.013
C -1.308 2.248 5.768
O -1.018 1.009 5.025
O 0.543 3.816 5.134
H -1.419 4.422 5.301
H -1.079 3.461 3.944
H -2.384 2.254 5.941
H -0.787 2.196 6.724
H -1.562 0.284 5.343
H 0.777 4.601 4.635
Cl -5.419 2.534 -1.588
C -7.016 1.702 -1.837
C -7.346 1.323 -3.294
Cl -8.859 0.448 -3.379
H -7.768 2.459 -1.612
H -7.020 0.869 -1.135
H -6.666 0.514 -3.561
H -7.267 2.170 -3.975
Cl 5.400 -4.622 -2.792
C 4.609 -5.795 -1.822
C 3.992 -6.892 -2.766
Cl 5.192 -7.959 -3.516
H 3.844 -5.347 -1.188
H 5.301 -6.100 -1.037
H 3.449 -6.561 -3.651
H 3.352 -7.549 -2.176
```

Per-atom natural (NBO) charges, elementary charge units: -0.19 0.02 0.04 0.09 0.04 -0.08 -0.09 -0.74 -0.70 0.18 0.16 0.16 0.16 0.48 0.47 -0.09 -0.09 -0.74 -0.73 0.17 0.18 0.18 0.18 0.47 0.47 -0.08 -0.36 -0.41 -0.04 0.21 0.23 0.22 0.23 -0.02 -0.43 -0.39 -0.06 0.22 0.23 0.23 0.22

(3)
Entry from the OMol25 dataset: a gas-phase ion, C4H10NOS (charge +1) at a distorted geometry (wB97M-V/def2-TZVPD).

Computed properties:
spin multiplicity = 1
total charge = +1
largest force on an atom = 1.0 eV Å⁻¹
Kohn-Sham gap = 8.80 eV
calculated total energy = -18675.5334 eV

Geometry as XYZ:
```
17
C4H10NOS | the OMol25 dataset | wB97M-V/def2-TZVPD
O 0.135 2.022 1.070
C 0.737 1.202 0.441
C 0.136 0.627 -0.841
C -1.128 -0.199 -0.585
C -0.969 -1.159 0.609
S 0.692 -1.970 0.588
N -0.243 1.840 -1.671
H 1.768 0.863 0.688
H 0.901 0.087 -1.403
H -1.415 -0.787 -1.454
H -1.910 0.520 -0.312
H -1.070 -0.617 1.537
H -1.668 -1.983 0.533
H 0.260 -3.208 0.697
H -1.077 2.282 -1.271
H 0.468 2.575 -1.616
H -0.355 1.615 -2.662
```

Per-atom natural (NBO) charges, elementary charge units: -0.47 0.40 -0.15 -0.43 -0.50 -0.07 -0.67 0.17 0.25 0.24 0.22 0.23 0.26 0.16 0.46 0.45 0.45

(4)
Entry from the OMol25 dataset: a molecular structure, C10H18F2NbO7S2 at a distorted geometry (wB97M-V/def2-TZVPD).

Computed properties:
spin multiplicity = 1
total charge = -1
largest force on an atom = 2.9 eV Å⁻¹
Kohn-Sham gap = 6.94 eV
calculated total energy = -53648.5428 eV

Geometry as XYZ:
```
40
C10H18F2NbO7S2 | the OMol25 dataset | wB97M-V/def2-TZVPD
C -1.322 0.595 3.280
C -1.361 1.874 2.452
C -0.273 2.822 2.959
O 1.016 2.254 2.768
C 1.806 2.813 1.794
O 2.277 3.910 1.942
C 2.086 2.012 0.551
S 2.793 0.327 0.754
Nb 3.634 -0.175 3.022
F 4.255 -0.621 4.834
O -1.098 1.661 1.063
C -1.723 0.578 0.499
O -2.885 0.584 0.204
C -0.811 -0.617 0.267
S -1.031 -1.223 -1.437
H -1.572 0.870 4.307
H -2.060 -0.145 2.970
H -0.309 0.189 3.296
H -2.312 2.400 2.599
H -0.334 3.813 2.503
H -0.408 2.946 4.035
H 2.774 2.606 -0.044
H 1.182 1.874 -0.039
H 3.893 1.634 3.216
H 1.927 -0.265 3.722
H 3.342 -1.940 2.542
H 5.327 -0.554 2.415
H 0.238 -0.367 0.419
H -1.093 -1.407 0.960
H 0.215 -1.076 -1.913
C -2.284 -2.598 -6.457
C -2.488 -3.174 -5.073
O -1.167 -3.258 -4.580
C -0.436 -2.286 -5.201
O 0.626 -1.909 -4.845
O -1.109 -1.806 -6.279
F -3.031 -4.418 -5.118
H -2.089 -3.387 -7.186
H -3.113 -1.984 -6.797
H -3.082 -2.551 -4.403
```

Per-atom natural (NBO) charges, elementary charge units: -0.67 0.08 -0.07 -0.55 0.83 -0.57 -0.63 -0.28 1.54 -0.60 -0.56 0.82 -0.56 -0.66 -0.06 0.22 0.21 0.27 0.18 0.19 0.19 0.23 0.24 -0.42 -0.38 -0.35 -0.34 0.29 0.25 0.15 -0.13 0.44 -0.49 0.97 -0.54 -0.49 -0.33 0.20 0.21 0.16

(5)
Entry from the OMol25 dataset: C9H8ClN in the gas phase at a distorted geometry (wB97M-V/def2-TZVPD).

Computed properties:
spin multiplicity = 1
largest force on an atom = 3.0 eV Å⁻¹
Kohn-Sham gap = 9.88 eV
calculated total energy = -23473.9733 eV

Geometry as XYZ:
```
19
C9H8ClN | the OMol25 dataset | wB97M-V/def2-TZVPD
C -2.076 1.285 -0.542
C 2.567 -0.695 -0.908
C 2.001 -1.343 0.159
C 1.847 0.328 -1.539
C 0.681 -1.025 0.543
C 0.511 0.539 -1.251
C -0.103 -0.120 -0.161
C -1.839 0.473 1.735
C -1.524 0.141 0.184
N -2.650 2.057 -1.154
Cl -2.630 -1.313 -0.374
H 3.628 -0.693 -1.218
H 2.391 -2.125 0.902
H 2.514 0.949 -2.172
H 0.281 -1.594 1.396
H -0.040 1.359 -1.641
H -1.711 1.550 1.835
H -2.869 0.302 1.994
H -0.980 -0.074 2.212
```

Per-atom natural (NBO) charges, elementary charge units: 0.24 -0.20 -0.21 -0.20 -0.18 -0.18 -0.10 -0.59 -0.05 -0.28 -0.07 0.22 0.23 0.22 0.21 0.23 0.23 0.24 0.23

(6)
Entry from the OMol25 dataset: a molecular structure, C4H8O2 at a distorted geometry (wB97M-V/def2-TZVPD).

Computed properties:
spin multiplicity = 1
largest force on an atom = 1.9 eV Å⁻¹
Kohn-Sham gap = 10.24 eV
calculated total energy = -8370.5625 eV

Geometry as XYZ:
```
14
C4H8O2 | the OMol25 dataset | wB97M-V/def2-TZVPD
C -1.603 -1.341 0.426
C -0.495 -0.613 -0.387
O -0.486 -0.913 -1.562
C 0.184 1.769 0.196
C 0.980 0.607 -0.230
O 1.398 0.598 -1.521
H -1.214 -1.608 1.404
H -2.558 -0.816 0.583
H -1.855 -2.263 -0.126
H -0.615 1.979 -0.521
H -0.205 1.571 1.201
H 1.860 0.523 0.457
H 0.936 2.569 0.201
H 0.672 -0.030 -1.899
```

Per-atom natural (NBO) charges, elementary charge units: -0.72 0.54 -0.58 -0.66 0.13 -0.73 0.23 0.25 0.24 0.21 0.21 0.18 0.22 0.48